No. 1
{
  "formula": "C26H72F6NO28S2",
  "method": "ωB97M-V/def2-TZVPD",
  "symbols": ["C", "F", "F", "F", "S", "O", "O", "N", "S", "O", "O", "C", "F", "F", "F", "C", "C", "O", "O", "H", "H", "H", "H", "H", "H", "C", "C", "O", "O", "H", "H", "H", "H", "H", "H", "C", "C", "O", "O", "H", "H", "H", "H", "H", "H", "C", "C", "O", "O", "H", "H", "H", "H", "H", "H", "C", "C", "O", "O", "H", "H", "H", "H", "H", "H", "C", "C", "O", "O", "H", "H", "H", "H", "H", "H", "C", "C", "O", "O", "H", "H", "H", "H", "H", "H", "C", "C", "O", "O", "H", "H", "H", "H", "H", "H", "C", "C", "O", "O", "H", "H", "H", "H", "H", "H", "C", "C", "O", "O", "H", "H", "H", "H", "H", "H", "C", "C", "O", "O", "H", "H", "H", "H", "H", "H", "C", "C", "O", "O", "H", "H", "H", "H", "H", "H"],
  "xyz": [[0.7167, -0.3887, 2.0434], [1.9108, 0.0818, 1.6110], [0.9167, -1.5772, 2.5477], [0.3338, 0.4121, 3.0669], [-0.6176, -0.4031, 0.5752], [-1.7359, -1.2102, 1.1342], [-0.8133, 1.0066, 0.2808], [0.0707, -1.3780, -0.7733], [0.1202, -0.4162, -2.0102], [0.9757, 0.7332, -1.9399], [0.3359, -1.3699, -3.0995], [-1.6867, 0.0071, -2.4116], [-1.9326, 1.1858, -2.0162], [-1.9376, -0.1770, -3.7234], [-2.4138, -0.8524, -1.7651], [-1.8103, -5.1153, 1.9287], [-0.4665, -4.6284, 2.4491], [0.6603, -5.0105, 1.6517], [-1.9642, -4.3874, 0.7568], [-2.5693, -4.7920, 2.6411], [-1.8102, -6.1972, 1.7964], [-0.1570, -4.8331, 3.4740], [-0.6265, -3.5565, 2.5655], [1.0874, -5.7135, 2.1466], [-2.4436, -3.5869, 0.9826], [-1.5389, 5.4901, 0.2984], [-1.9219, 3.9723, 0.1339], [-3.0553, 3.5801, 0.8903], [-2.6447, 6.2913, -0.0749], [-0.6960, 5.7655, -0.3354], [-1.1488, 5.7133, 1.2915], [-0.9921, 3.4074, 0.2011], [-2.1384, 3.6333, -0.8792], [-3.6592, 3.3179, 0.1917], [-3.3020, 6.3228, 0.6241], [3.2048, -2.0063, 4.8655], [3.9140, -2.8577, 3.7959], [4.6753, -3.9289, 4.3641], [2.1554, -2.7808, 5.4226], [2.7633, -1.0758, 4.5085], [3.8751, -1.9528, 5.7234], [4.5988, -2.0943, 3.4268], [3.2889, -3.0924, 2.9344], [4.1822, -4.7525, 4.3506], [2.3814, -3.2717, 6.2160], [4.0925, 2.1379, -1.7536], [4.8706, 3.4721, -1.8601], [4.5462, 4.0419, -3.1006], [4.5781, 1.1575, -2.7664], [3.0199, 2.3266, -1.8004], [4.2069, 1.7611, -0.7372], [5.9557, 3.3701, -1.8750], [4.5500, 4.1404, -1.0610], [3.6051, 4.2195, -3.1671], [4.5348, 1.5037, -3.6607], [3.9847, 2.0933, 5.6063], [3.3283, 2.5817, 6.9551], [2.3012, 1.6697, 7.3397], [3.0823, 2.2795, 4.5346], [4.1034, 1.0390, 5.8559], [4.9151, 2.6446, 5.4703], [3.1123, 3.6351, 6.7772], [4.0928, 2.5731, 7.7321], [1.8890, 2.0332, 8.1268], [2.2076, 1.9801, 4.7932], [-4.8974, 0.8887, -0.5531], [-5.4207, -0.4790, 0.0602], [-6.8289, -0.6606, -0.0226], [-5.5818, 1.9565, 0.0487], [-5.2068, 0.7998, -1.5945], [-3.8136, 0.9897, -0.4954], [-5.1345, -0.5279, 1.1108], [-4.7277, -1.2881, -0.1704], [-7.2685, 0.1283, 0.3031], [-6.3266, 2.2198, -0.4966], [1.5676, 4.7478, 1.6057], [3.0253, 4.0921, 1.8297], [2.7690, 2.7357, 1.9902], [1.6977, 6.1328, 1.4779], [0.9984, 4.4337, 2.4805], [1.0325, 4.3209, 0.7574], [3.5023, 4.5365, 2.7033], [3.7586, 4.2598, 1.0408], [2.8683, 2.5003, 2.9155], [1.2525, 6.5543, 2.2166], [-3.6090, -2.6682, 4.9712], [-3.0619, -1.7991, 6.0174], [-3.5884, -2.1693, 7.3365], [-3.1742, -2.2689, 3.7134], [-4.6944, -2.7676, 4.9789], [-3.3614, -3.7209, 5.1080], [-3.3401, -0.7857, 5.7282], [-1.9856, -1.9718, 6.0108], [-4.4831, -1.8313, 7.4195], [-3.5190, -1.4097, 3.4596], [2.7701, 2.1479, -6.1122], [1.5237, 1.6653, -6.8269], [1.0392, 0.4367, -6.4524], [2.5042, 1.9941, -4.7178], [3.0157, 3.1308, -6.5142], [3.5625, 1.4804, -6.4507], [1.6401, 1.8324, -7.8977], [0.8141, 2.4448, -6.5497], [0.3180, 0.1840, -7.0335], [1.7586, 1.3927, -4.6542], [-2.6688, -4.7361, -3.6256], [-2.0701, -3.3682, -4.1978], [-0.6890, -3.3825, -4.0041], [-2.3417, -4.9552, -2.2235], [-2.2343, -5.6247, -4.0835], [-3.7287, -4.6713, -3.8715], [-2.7174, -2.6295, -3.7252], [-2.0518, -3.4432, -5.2850], [-0.2554, -2.5977, -4.3473], [-3.1118, -5.2395, -1.7258], [-5.0020, 0.3650, -6.6684], [-4.0794, 1.6529, -6.7535], [-2.7538, 1.4680, -7.0938], [-4.8173, -0.4590, -5.6344], [-4.8330, -0.1103, -7.6347], [-6.0373, 0.7007, -6.6086], [-4.2977, 2.2037, -5.8386], [-4.4668, 2.3347, -7.5106], [-2.3075, 1.2824, -6.2643], [-5.1032, -1.3385, -5.8920], [4.1937, -2.4842, -1.4443], [3.8416, -2.8915, 0.0122], [3.2762, -4.2435, 0.0113], [3.0675, -2.5529, -2.3161], [4.8016, -3.2853, -1.8647], [4.5746, -1.4629, -1.4437], [3.1962, -2.2144, 0.5719], [4.7880, -2.9643, 0.5480], [3.9810, -4.8915, 0.0825], [3.3896, -2.2933, -3.1824]],
  "forces_ev_per_a": [[0.373, 0.935, -0.929], [-0.900, -0.292, -0.029], [-0.116, -0.901, 0.046], [-0.298, -0.090, -0.633], [-0.083, -2.764, -0.136], [1.977, 1.739, -0.648], [0.024, -1.065, 0.569], [-1.568, 2.463, 4.310], [1.159, -2.666, -3.098], [-0.621, 0.639, -0.079], [0.513, 1.998, 0.599], [2.930, -2.051, -0.687], [-1.467, 3.250, -0.068], [-0.060, 0.806, 0.082], [-1.570, -1.005, 0.755], [1.219, 0.576, 1.133], [0.601, 0.091, 1.314], [-0.630, 0.410, -0.031], [-1.045, -0.459, -1.412], [-0.177, -0.430, 0.356], [-0.247, -0.007, -0.418], [-0.675, -0.807, 0.506], [0.579, 0.355, -0.903], [0.081, 0.029, -0.211], [0.204, 0.327, -0.154], [-0.881, -1.503, -0.573], [1.284, 0.820, -0.881], [0.623, 0.179, 0.111], [0.086, 0.782, -0.106], [-0.153, -0.217, -0.403], [-0.437, -0.148, 0.426], [-0.058, -0.494, 1.433], [-0.118, 1.098, -0.654], [-0.604, -0.187, 0.594], [0.118, -0.318, 0.121], [-0.066, -2.677, 0.895], [0.418, 1.924, 0.299], [-0.275, 0.462, -0.243], [-1.935, -0.350, -0.055], [0.395, 0.014, -0.079], [0.721, 1.134, -0.436], [0.764, -0.399, -0.436], [-0.259, -0.552, 0.309], [-0.287, 0.160, -0.131], [0.447, 0.291, -0.180], [1.422, -0.120, -0.809], [-1.291, -0.954, -0.308], [0.455, 0.897, -1.134], [-0.273, 0.613, 2.239], [-0.116, -0.029, -0.638], [0.428, -0.704, -0.204], [-0.084, -0.274, 0.249], [0.157, 0.008, 0.353], [-0.142, -0.236, 0.158], [-0.577, 0.589, 0.178], [-1.662, -0.168, 2.523], [1.659, -0.218, -0.958], [0.048, 0.851, -0.611], [0.480, 0.215, 0.261], [0.658, -0.295, -0.739], [-0.152, -0.234, -0.411], [-1.085, 0.062, 0.259], [0.322, -0.048, 0.025], [-0.199, -0.101, 0.047], [-0.192, -0.240, 0.230], [-1.393, -2.624, -0.322], [1.635, 1.619, 1.624], [0.562, -0.664, -1.001], [-0.074, 0.914, 0.515], [0.333, 0.280, -0.371], [-0.177, 0.027, 0.354], [-0.250, 0.882, 0.689], [-0.957, -0.569, -1.578], [0.321, 0.156, 0.201], [0.132, -0.027, -0.084], [2.193, -1.064, 0.419], [-1.960, 0.530, -0.237], [0.318, -0.602, -0.684], [-0.335, 1.015, 0.025], [-0.083, 0.174, 0.210], [0.415, -0.102, -0.248], [-0.252, 0.168, 0.404], [-0.403, 0.067, -0.514], [0.251, -0.089, 0.066], [0.054, 0.084, -0.099], [-1.419, -1.602, -0.821], [-0.448, -0.250, 1.503], [0.789, 0.375, -0.858], [0.647, -0.296, -0.908], [-0.534, 0.650, 0.290], [0.748, 0.003, 0.006], [0.372, 0.362, 0.418], [0.001, 0.510, 0.394], [-0.046, 0.048, -0.158], [-0.013, 0.116, 0.038], [-0.773, -2.442, -0.265], [-0.394, 3.063, -0.894], [0.368, -1.315, 0.365], [0.921, 1.232, -0.566], [-0.174, 0.361, 0.788], [0.591, -0.103, 0.406], [0.231, -0.546, -0.378], [-0.654, 0.170, 0.074], [-0.049, 0.010, 0.070], [-0.092, -0.357, 0.391], [1.308, 0.510, 0.236], [0.323, -3.070, 0.112], [0.199, -0.715, 0.832], [-0.475, 0.825, -0.968], [0.001, 0.256, -0.753], [-0.311, -0.250, 0.404], [0.581, 0.763, -0.177], [-1.810, 0.344, -0.395], [-0.203, 0.263, 0.387], [-0.060, 0.160, -0.029], [0.074, 2.773, -2.988], [-2.534, -0.310, 0.349], [0.773, -0.372, 0.631], [1.263, -1.801, 2.422], [-0.167, -0.371, -0.226], [-0.277, 0.619, -0.559], [0.788, 0.103, 0.523], [-0.482, -0.376, -0.320], [0.480, -0.238, 0.022], [0.151, -0.069, 0.243], [-1.400, -0.550, 0.324], [0.390, -1.671, -1.131], [-0.160, 1.070, 0.302], [-0.395, 0.295, 0.561], [1.218, 0.346, 0.515], [0.621, -0.080, -0.086], [-0.318, -0.105, -0.439], [0.227, 0.385, 0.127], [0.166, 0.225, -0.066], [-0.217, 0.162, -0.065]],
  "charge": -1,
  "homo_ev": -6.3,
  "energy_ev": -124913.85580,
  "e_above_lowest_ev": 2.939
}

No. 2
{
  "formula": "C16H30N4O3",
  "method": "ωB97M-V/def2-TZVPD",
  "symbols": ["C", "C", "N", "C", "C", "N", "C", "O", "C", "O", "N", "C", "C", "C", "C", "C", "C", "O", "N", "C", "C", "C", "C", "H", "H", "H", "H", "H", "H", "H", "H", "H", "H", "H", "H", "H", "H", "H", "H", "H", "H", "H", "H", "H", "H", "H", "H", "H", "H", "H", "H", "H", "H"],
  "xyz": [[2.1855, 1.0490, -3.0186], [2.6980, 0.3333, -1.7777], [3.1033, 1.2554, -0.7186], [4.4275, 1.8632, -0.7619], [5.4536, 1.0968, 0.0603], [5.7112, -0.2200, -0.5221], [2.3392, 1.5176, 0.3623], [2.6667, 2.2518, 1.2794], [0.9562, 0.8549, 0.4053], [0.7847, -0.2443, 0.9113], [-0.0465, 1.6102, -0.0830], [-1.4179, 1.1196, -0.0068], [-2.4349, 2.2363, -0.1739], [-3.8443, 1.6624, -0.0111], [-4.1122, 0.5038, -0.9723], [-3.0441, -0.5911, -0.8591], [-3.2352, -1.3955, 0.4328], [-4.3572, -1.7050, 0.8059], [-2.1232, -1.7915, 1.0939], [-2.2113, -2.5942, 2.3116], [-0.9353, -2.4007, 3.1156], [-2.4671, -4.0588, 1.9795], [-1.6579, 0.0215, -1.0422], [1.9368, 0.3250, -3.7956], [1.2889, 1.6287, -2.7943], [2.9389, 1.7285, -3.4207], [1.9454, -0.3454, -1.3789], [3.5671, -0.2817, -2.0104], [4.7356, 1.9153, -1.8093], [4.3503, 2.8806, -0.3786], [6.3504, 1.7211, 0.1599], [5.0441, 0.9585, 1.0613], [6.3407, -0.1427, -1.3125], [6.1546, -0.8327, 0.1491], [0.1463, 2.5411, -0.4144], [-1.5391, 0.6995, 0.9938], [-2.2517, 3.0165, 0.5697], [-2.3250, 2.6929, -1.1649], [-3.9717, 1.3114, 1.0176], [-4.5832, 2.4513, -0.1644], [-5.0926, 0.0730, -0.7778], [-4.1076, 0.8788, -2.0010], [-3.2133, -1.3226, -1.6564], [-1.2098, -1.4567, 0.8214], [-3.0665, -2.2141, 2.8752], [-0.9820, -2.9800, 4.0376], [-0.0642, -2.7354, 2.5471], [-0.7821, -1.3515, 3.3698], [-2.5678, -4.6448, 2.8945], [-3.3835, -4.1603, 1.3998], [-1.6353, -4.4658, 1.3998], [-1.5947, 0.4663, -2.0405], [-0.8675, -0.7293, -0.9872]],
  "forces_ev_per_a": [[0.000, 0.000, 0.009], [0.111, -0.001, -0.005], [-0.046, -0.038, 0.139], [-0.020, 0.007, -0.051], [-0.055, -0.025, 0.036], [0.039, 0.041, -0.035], [-0.098, -0.039, -0.162], [0.018, 0.034, 0.013], [0.058, 0.145, 0.174], [0.020, -0.074, -0.109], [-0.047, -0.112, -0.024], [0.064, 0.096, -0.077], [0.003, -0.010, 0.066], [-0.009, 0.023, -0.035], [0.068, 0.009, -0.003], [-0.030, 0.018, -0.019], [0.072, -0.089, -0.055], [-0.023, 0.042, 0.016], [-0.044, -0.008, 0.001], [0.004, 0.039, 0.000], [-0.005, -0.005, -0.007], [0.018, 0.006, -0.017], [-0.004, -0.012, 0.051], [0.003, 0.004, -0.006], [-0.004, 0.000, 0.007], [-0.007, 0.002, -0.005], [-0.025, 0.012, -0.005], [-0.021, -0.010, 0.000], [0.013, -0.010, 0.016], [-0.004, 0.003, -0.012], [0.015, -0.016, -0.007], [0.016, 0.018, -0.002], [0.001, -0.020, 0.008], [-0.012, -0.004, 0.001], [0.002, 0.016, 0.029], [-0.007, -0.012, 0.019], [-0.015, 0.007, -0.012], [-0.001, -0.023, -0.017], [0.011, -0.006, 0.004], [-0.006, -0.017, 0.006], [-0.003, -0.012, 0.002], [-0.014, -0.002, 0.004], [-0.014, 0.012, 0.017], [-0.008, 0.013, 0.031], [0.009, -0.009, 0.010], [0.004, 0.003, 0.003], [-0.002, -0.004, 0.001], [0.001, -0.001, 0.001], [-0.008, -0.003, 0.000], [-0.002, 0.000, 0.003], [0.003, -0.004, 0.009], [-0.003, 0.018, -0.003], [-0.016, -0.001, -0.009]],
  "homo_ev": -9.3,
  "energy_ev": -29184.06758,
  "smiles": "CCN(CCN)C(=O)C(=O)N[C@H]1CCC[C@H](C(=O)NC(C)C)C1",
  "e_above_lowest_ev": 0.209
}

No. 3
{
  "formula": "C5H11NO4",
  "method": "ωB97M-V/def2-TZVPD",
  "symbols": ["C", "C", "O", "O", "H", "H", "H", "H", "C", "C", "C", "N", "O", "O", "H", "H", "H", "H", "H", "H", "H"],
  "xyz": [[-1.0804, -1.9376, 0.5205], [-0.2667, -0.7018, 0.9195], [-0.7191, -0.3109, 2.2554], [1.0542, -0.8427, 0.8088], [0.1058, -0.1963, 2.7478], [-2.1525, -1.7949, 0.6594], [-0.7344, -2.7515, 1.1554], [-0.8788, -2.2125, -0.5151], [1.8677, 1.3978, -0.5037], [-0.5722, 0.5769, -0.0297], [0.7255, 0.5087, -0.8162], [0.6497, -0.0352, -2.0227], [-1.6446, 0.3834, -0.9291], [-0.6540, 1.7536, 0.6954], [-2.4871, 0.6179, -0.5239], [-1.0158, 1.4804, 1.5618], [-0.1672, -0.5991, -2.2292], [1.4917, -0.1922, -2.5579], [1.5457, 2.3841, -0.1692], [2.4009, 0.9369, 0.3291], [2.5319, 1.5348, -1.3563]],
  "forces_ev_per_a": [[0.183, 0.228, 0.195], [-1.184, 0.866, -0.448], [0.312, -0.218, -0.178], [0.200, 0.490, -0.622], [-0.027, -0.038, -0.052], [0.020, -0.018, -0.010], [-0.027, -0.039, 0.040], [-0.023, 0.046, -0.013], [0.560, 0.116, 0.291], [-0.214, -1.274, 1.117], [0.075, -0.073, -0.360], [0.103, -0.297, 0.812], [0.084, 0.338, -0.335], [-0.368, -0.151, -0.324], [0.235, 0.008, 0.199], [0.295, -0.085, -0.022], [0.119, 0.186, -0.086], [-0.122, 0.081, 0.057], [-0.270, -0.147, -0.057], [0.050, 0.138, -0.140], [0.001, -0.156, -0.062]],
  "homo_ev": -8.2,
  "energy_ev": -15042.31410,
  "e_above_lowest_ev": 2.287
}

Question: What is the formula in the first record?
Answer: C26H72F6NO28S2